# 1
DFT (ωB97M-V/def2-TZVPD) results for an isolated molecule of C22H24N6O5 at a distorted geometry.

For the electronic energy, the calculation gives -1557.238908 Eh. Its HOMO energy is -8.007 eV.

Atoms and positions in Å:
O (1.062, -2.795, 0.785)
N (0.947, -2.615, -0.419)
O (0.981, -3.499, -1.253)
C (0.746, -1.303, -0.873)
N (0.693, -1.079, -2.179)
N (0.534, 0.181, -2.393)
C (0.388, 0.727, -3.666)
C (0.628, -0.108, -4.754)
C (0.492, 0.382, -6.041)
C (0.087, 1.712, -6.240)
C (-0.123, 2.536, -5.140)
C (0.028, 2.058, -3.855)
H (-0.143, 2.710, -3.015)
H (-0.417, 3.557, -5.318)
O (-0.116, 2.228, -7.485)
C (-0.189, 1.248, -8.501)
C (0.922, 0.216, -8.318)
H (0.884, -0.551, -9.092)
O (0.765, -0.453, -7.084)
H (1.896, 0.722, -8.347)
H (-0.089, 1.779, -9.449)
H (-1.164, 0.744, -8.461)
H (0.920, -1.134, -4.602)
N (0.333, 0.836, -1.208)
C (0.633, -0.044, -0.149)
N (0.762, 0.511, 0.984)
C (0.969, -0.154, 2.242)
C (1.591, 0.852, 3.213)
C (1.708, 0.217, 4.604)
N (0.450, -0.260, 5.136)
C (-0.169, -1.198, 4.219)
C (-0.371, -0.645, 2.804)
H (-0.765, -1.433, 2.162)
H (-1.083, 0.183, 2.811)
H (0.480, -2.077, 4.160)
H (-1.129, -1.508, 4.639)
C (-0.446, 0.787, 5.596)
C (-1.539, 0.211, 6.457)
C (-2.863, 0.588, 6.287)
C (-3.855, 0.060, 7.096)
C (-3.532, -0.858, 8.079)
C (-2.212, -1.245, 8.251)
C (-1.223, -0.712, 7.447)
H (-0.193, -1.011, 7.567)
H (-1.956, -1.963, 9.017)
H (-4.306, -1.273, 8.708)
H (-4.882, 0.363, 6.954)
H (-3.123, 1.302, 5.518)
H (0.148, 1.479, 6.204)
H (-0.897, 1.370, 4.777)
H (2.380, -0.645, 4.542)
H (2.139, 0.934, 5.308)
H (0.961, 1.743, 3.255)
H (2.578, 1.152, 2.858)
H (1.633, -1.021, 2.138)
O (0.636, 2.164, -1.011)
H (0.862, 2.169, -0.045)

natural (NBO) atomic charge list, values in e, 5 entries:
1. O -0.40
2. N 0.51
3. O -0.36
4. C 0.06
5. N -0.10



# 2
DFT (ωB97M-V/def2-TZVPD) results for a cluster of 2 separate species, C22H24NO in total at a distorted geometry.

For the electronic energy, the calculation gives -982.458208 Eh. Its HOMO energy is -10.562 eV. The value obtained for the energy above the lowest of the compared OMol25 structures with the same formula, charge and spin is 40.1 kcal per mole. As for the net charge: +1.

Atoms and positions in Å:
C (3.385, -1.820, 2.953)
C (2.028, -1.166, 2.943)
N (0.960, -2.031, 2.758)
C (-0.360, -1.643, 2.734)
C (-0.890, -0.459, 3.116)
C (-2.376, -0.425, 2.962)
C (-2.672, -1.680, 2.094)
C (-1.440, -2.599, 2.226)
O (1.873, 0.043, 3.072)
H (3.348, -2.910, 3.015)
H (3.930, -1.528, 2.051)
H (3.951, -1.433, 3.804)
H (1.185, -2.994, 2.551)
H (-0.329, 0.367, 3.542)
H (-2.902, -0.539, 3.923)
H (-2.744, 0.501, 2.511)
H (-3.599, -2.174, 2.387)
H (-2.792, -1.368, 1.053)
H (-1.169, -3.094, 1.283)
H (-1.655, -3.388, 2.967)
C (0.508, 1.521, -0.368)
C (0.066, 2.857, -0.136)
C (0.285, 3.463, 1.131)
C (-0.152, 4.757, 1.381)
C (-0.817, 5.486, 0.380)
C (-1.038, 4.911, -0.881)
C (-0.601, 3.618, -1.144)
C (0.277, 0.841, -1.555)
C (0.761, -0.432, -1.816)
C (0.552, -1.122, -3.048)
C (1.008, -2.460, -3.197)
C (0.812, -3.149, -4.385)
C (0.159, -2.526, -5.463)
C (-0.300, -1.206, -5.339)
C (-0.111, -0.507, -4.153)
H (1.072, 1.011, 0.419)
H (0.806, 2.872, 1.890)
H (0.026, 5.201, 2.360)
H (-1.161, 6.499, 0.580)
H (-1.550, 5.470, -1.665)
H (-0.768, 3.185, -2.132)
H (-0.324, 1.331, -2.324)
H (1.332, -0.928, -1.025)
H (1.515, -2.923, -2.346)
H (1.170, -4.174, -4.476)
H (0.008, -3.066, -6.395)
H (-0.806, -0.713, -6.170)
H (-0.464, 0.523, -4.068)

natural (NBO) atomic charge list, values in e, 5 entries:
1. C -0.71
2. C 0.68
3. N -0.61
4. C 0.15
5. C -0.23



# 3
DFT (ωB97M-V/def2-TZVPD) results for a structure of composition C22H25AsN7OSW at a distorted geometry.

For the electronic energy, the calculation gives -4012.104876 Eh. Its HOMO energy (alpha / beta) is -16.604 / -16.927 eV. The value obtained for the energy above the lowest of the compared OMol25 structures with the same formula, charge and spin is 4.0 kcal per mole. As for the net charge: +3. The spin multiplicity is 3. The expectation value of S² is 2.025.

Atoms and positions in Å:
W (-0.766, -0.055, 0.065)
N (-0.549, 0.265, 4.397)
C (-0.999, 0.164, 3.179)
N (-0.216, -0.073, 2.128)
C (1.175, -0.248, 2.331)
N (1.962, -0.471, 1.327)
N (1.256, -0.504, 0.144)
C (1.907, -0.692, -0.948)
C (1.090, -0.700, -2.153)
C (1.575, -0.886, -3.427)
C (0.685, -0.890, -4.495)
C (-0.670, -0.720, -4.252)
C (-1.101, -0.545, -2.952)
N (-0.242, -0.519, -1.916)
C (1.695, -0.168, 3.680)
C (3.052, -0.346, 3.970)
C (3.488, -0.246, 5.273)
C (2.584, 0.034, 6.301)
C (1.240, 0.210, 6.035)
C (0.812, 0.103, 4.724)
H (-1.211, 0.440, 5.144)
H (-2.062, 0.281, 3.020)
H (2.982, -0.833, -0.932)
H (2.637, -1.033, -3.578)
H (1.046, -1.035, -5.505)
H (-1.390, -0.729, -5.059)
H (-2.149, -0.424, -2.713)
H (3.739, -0.561, 3.163)
H (4.535, -0.387, 5.503)
H (2.938, 0.115, 7.321)
H (0.539, 0.421, 6.834)
C (-5.087, -4.467, -0.109)
C (-3.889, -3.596, -0.025)
C (-2.580, -4.105, -0.021)
C (-1.536, -3.230, 0.077)
N (-1.758, -1.904, 0.177)
C (-3.055, -1.495, 0.142)
S (-3.140, 0.272, 0.210)
N (-4.100, -2.267, 0.047)
H (-4.838, -5.524, -0.073)
H (-5.623, -4.252, -1.037)
H (-5.773, -4.216, 0.701)
H (-2.394, -5.167, -0.088)
H (-0.505, -3.562, 0.099)
C (-2.216, 3.182, -2.075)
As (-0.890, 3.424, -0.734)
C (-1.614, 4.355, 0.756)
C (0.618, 4.330, -1.456)
O (-0.318, 1.902, -0.156)
H (-2.458, 4.169, -2.472)
H (-3.110, 2.732, -1.648)
H (-1.811, 2.565, -2.875)
H (-1.756, 5.401, 0.484)
H (-0.910, 4.285, 1.582)
H (-2.572, 3.914, 1.024)
H (0.540, 5.387, -1.208)
H (0.630, 4.207, -2.537)
H (1.518, 3.910, -1.013)

natural (NBO) atomic charge list, values in e, 5 entries:
1. W 1.69
2. N -0.45
3. C 0.38
4. N -0.64
5. C 0.42



# 4
DFT (ωB97M-V/def2-TZVPD) results for a structure of composition C22H25BBrF4N4SSr at a distorted geometry.

For the electronic energy, the calculation gives -4500.005483 Eh. Its HOMO energy is -4.425 eV. The value obtained for the energy above the lowest of the compared OMol25 structures with the same formula, charge and spin is 15.5 kcal per mole. As for the net charge: -1.

Atoms and positions in Å:
Sr (-0.376, -0.279, -0.588)
Br (2.356, 0.330, 1.756)
C (3.742, 0.104, 0.433)
C (5.009, 0.082, 0.951)
C (6.114, -0.042, 0.102)
C (5.908, -0.092, -1.246)
C (4.608, -0.030, -1.790)
C (4.438, 0.004, -3.187)
C (3.185, 0.094, -3.718)
C (2.059, 0.060, -2.879)
C (2.128, -0.008, -1.499)
C (3.445, 0.019, -0.947)
H (5.154, 0.166, 2.018)
H (7.109, -0.077, 0.522)
H (6.747, -0.165, -1.926)
H (5.319, -0.027, -3.815)
H (3.052, 0.163, -4.791)
H (1.090, 0.100, -3.358)
N (-0.915, 1.516, 1.450)
C (-1.913, 1.371, 2.495)
C (-3.327, 1.308, 1.921)
C (-3.588, 0.054, 1.088)
N (-2.874, 0.089, -0.172)
H (-0.031, 1.808, 1.855)
H (-1.203, 2.243, 0.802)
H (-1.873, 2.205, 3.219)
H (-1.692, 0.446, 3.042)
H (-3.505, 2.187, 1.296)
H (-4.039, 1.336, 2.750)
H (-4.678, -0.042, 0.944)
H (-3.247, -0.826, 1.641)
H (-3.157, 0.898, -0.717)
H (-3.111, -0.740, -0.719)
N (-1.036, -2.824, 3.868)
C (-1.757, -3.537, 2.947)
C (-1.404, -3.034, 1.729)
N (-0.491, -2.039, 1.891)
C (-0.290, -1.931, 3.174)
H (-1.056, -2.952, 4.868)
H (-2.442, -4.308, 3.234)
H (-1.743, -3.314, 0.750)
H (0.383, -1.234, 3.633)
S (-2.219, -2.780, -1.561)
C (-2.339, -3.608, -3.068)
C (-2.280, -2.944, -4.296)
C (-2.404, -3.647, -5.477)
C (-2.585, -5.022, -5.467)
C (-2.654, -5.688, -4.252)
C (-2.542, -4.992, -3.069)
H (-2.135, -1.872, -4.308)
H (-2.360, -3.120, -6.420)
H (-2.667, -5.572, -6.396)
H (-2.790, -6.763, -4.234)
H (-2.603, -5.508, -2.120)
F (-0.151, 2.858, -1.212)
B (-1.322, 2.940, -1.985)
F (-1.256, 3.978, -2.869)
F (-1.484, 1.717, -2.648)
F (-2.397, 3.102, -1.111)

natural (NBO) atomic charge list, values in e, 5 entries:
1. Sr 1.79
2. Br -0.03
3. C -0.03
4. C -0.27
5. C -0.23



# 5
DFT (ωB97M-V/def2-TZVPD) results for a cluster of 3 separate species, C22H25BN3O4P in total at a distorted geometry.

For the electronic energy, the calculation gives -1683.997969 Eh. Its HOMO energy is -13.445 eV. As for the net charge: +2.

Atoms and positions in Å:
N (-2.512, -3.954, 0.943)
P (-2.221, -3.162, -0.614)
O (-3.777, -3.191, -1.373)
N (-1.767, -1.420, -0.353)
C (-2.103, -0.437, -1.365)
C (-1.798, 1.088, -1.253)
C (-1.045, 1.606, 0.004)
C (-0.628, 3.107, 0.291)
C (-0.240, 3.628, 1.730)
C (0.206, 5.113, 1.942)
N (0.226, 5.990, 0.797)
O (0.654, 7.274, 0.983)
B (2.113, 7.171, 0.715)
O (3.000, 6.709, 1.771)
O (2.716, 7.462, -0.560)
C (-0.121, 5.624, -0.554)
C (-0.573, 4.174, -0.855)
C (-0.689, 0.523, 1.099)
C (-1.059, -0.974, 0.849)
H (-1.646, -4.354, 1.334)
H (-2.910, -3.225, 1.561)
H (-3.662, -3.557, -2.291)
H (-2.630, -0.821, -2.312)
H (-2.088, 1.856, -2.054)
H (-0.232, 2.963, 2.652)
H (0.525, 5.543, 2.963)
H (3.374, 5.829, 1.499)
H (2.906, 6.573, -0.964)
H (-0.047, 6.432, -1.374)
H (-0.824, 3.912, -1.939)
H (-0.131, 0.877, 2.027)
H (-0.766, -1.722, 1.665)
C (1.723, -1.814, 5.254)
C (0.694, -2.132, 4.374)
C (0.586, -3.423, 3.865)
C (1.502, -4.399, 4.244)
C (2.530, -4.082, 5.127)
C (2.643, -2.789, 5.629)
H (1.809, -0.807, 5.648)
H (-0.026, -1.372, 4.084)
H (-0.215, -3.670, 3.174)
H (1.416, -5.407, 3.851)
H (3.244, -4.843, 5.423)
H (3.448, -2.541, 6.312)
C (1.183, -2.734, -5.674)
C (0.860, -2.433, -4.355)
C (-0.456, -2.141, -4.010)
C (-1.451, -2.160, -4.984)
C (-1.128, -2.464, -6.303)
C (0.189, -2.747, -6.649)
H (2.210, -2.958, -5.944)
H (1.635, -2.425, -3.595)
H (-0.707, -1.900, -2.983)
H (-2.480, -1.936, -4.715)
H (-1.904, -2.480, -7.061)
H (0.442, -2.979, -7.678)

natural (NBO) atomic charge list, values in e, 5 entries:
1. N -1.08
2. P 1.38
3. O -0.94
4. N -0.60
5. C 0.11



# 6
DFT (ωB97M-V/def2-TZVPD) results for a structure of composition C22H25BrClN5O5PRhS.

For the electronic energy, the calculation gives -5387.283042 Eh. Its HOMO energy is -13.268 eV. The value obtained for the energy above the lowest of the compared OMol25 structures with the same formula, charge and spin is 10.7 kcal per mole. As for the net charge: +2.

Atoms and positions in Å:
Rh (0.105, -1.248, 0.460)
O (-3.514, -0.741, 5.403)
C (-2.812, -0.773, 4.278)
C (-2.978, 0.121, 3.219)
C (-2.186, -0.006, 2.103)
N (-1.253, -0.967, 1.988)
C (-1.125, -1.817, 3.004)
Br (0.154, -3.193, 2.724)
C (-1.851, -1.785, 4.161)
H (-4.161, -0.023, 5.411)
H (-3.715, 0.912, 3.260)
H (-2.295, 0.674, 1.272)
H (-1.705, -2.504, 4.953)
O (0.424, 1.868, 0.784)
S (-0.484, 1.804, -0.343)
O (-1.749, 2.464, -0.205)
N (-0.702, 0.216, -0.612)
C (-1.660, -0.207, -1.558)
C (-2.350, 0.560, -2.464)
C (-3.273, -0.051, -3.343)
C (-3.512, -1.395, -3.326)
C (-2.820, -2.207, -2.400)
C (-2.973, -3.606, -2.292)
C (-2.241, -4.304, -1.371)
C (-1.350, -3.617, -0.537)
N (-1.204, -2.309, -0.605)
C (-1.908, -1.592, -1.527)
C (0.320, 2.448, -1.768)
C (-0.086, 3.681, -2.261)
C (0.579, 4.210, -3.358)
C (1.621, 3.508, -3.946)
C (2.008, 2.269, -3.448)
C (1.358, 1.729, -2.351)
H (-2.213, 1.628, -2.515)
H (-3.800, 0.579, -4.047)
H (-4.219, -1.846, -4.008)
H (-3.666, -4.117, -2.949)
H (-2.328, -5.376, -1.273)
H (-0.749, -4.144, 0.189)
H (-0.910, 4.207, -1.798)
H (0.275, 5.168, -3.758)
H (2.128, 3.921, -4.808)
H (2.806, 1.717, -3.927)
H (1.623, 0.747, -1.977)
Cl (1.753, -1.784, -1.091)
N (3.701, -2.296, 1.298)
C (4.252, -0.936, 1.586)
P (2.890, 0.224, 2.067)
O (3.050, 0.716, 3.452)
O (1.621, -0.492, 1.670)
C (3.260, 1.713, 1.040)
N (2.685, 2.861, 1.806)
H (3.141, -2.634, 2.082)
H (4.443, -2.972, 1.112)
H (3.070, -2.240, 0.461)
H (4.750, -0.596, 0.678)
H (4.981, -1.007, 2.390)
H (2.849, 1.702, 0.034)
H (4.342, 1.842, 1.009)
H (3.117, 3.753, 1.573)
H (2.809, 2.648, 2.810)
H (1.674, 2.896, 1.591)

natural (NBO) atomic charge list, values in e, 5 entries:
1. Rh 1.07
2. O -0.60
3. C 0.41
4. C -0.31
5. C 0.10



# 7
DFT (ωB97M-V/def2-TZVPD) results for an isolated molecule of C22H25BrN4O6 at a distorted geometry.

For the electronic energy, the calculation gives -4097.883422 Eh. Its HOMO energy is -8.028 eV.

Atoms and positions in Å:
C (0.664, 4.391, 0.693)
H (1.706, 4.389, 0.367)
H (0.593, 4.661, 1.743)
H (0.088, 5.081, 0.074)
O (0.119, 3.081, 0.584)
C (-0.025, 2.617, -0.647)
O (0.322, 3.172, -1.654)
C (-0.594, 1.218, -0.627)
C (-1.916, 0.977, -0.770)
C (-2.788, 2.142, -0.969)
O (-2.467, 3.279, -0.717)
O (-3.978, 1.822, -1.505)
C (-4.847, 2.917, -1.753)
H (-5.697, 2.516, -2.300)
H (-4.334, 3.680, -2.343)
H (-5.173, 3.363, -0.811)
C (-2.501, -0.424, -0.723)
N (-3.511, -0.466, 0.340)
C (-2.937, -1.015, 1.466)
C (-3.456, -1.088, 2.750)
C (-2.655, -1.600, 3.757)
C (-1.366, -2.037, 3.503)
C (-0.853, -1.994, 2.212)
C (-1.647, -1.495, 1.207)
C (-1.407, -1.426, -0.290)
C (-0.012, -0.977, -0.583)
N (0.380, 0.249, -0.637)
N (0.792, -2.052, -0.752)
C (2.200, -2.044, -0.745)
O (2.828, -3.083, -0.652)
N (2.746, -0.828, -0.861)
H (2.109, -0.024, -0.852)
C (4.164, -0.615, -0.738)
C (4.525, 0.011, 0.602)
H (5.601, 0.137, 0.702)
H (4.136, -0.578, 1.431)
Br (3.736, 1.791, 0.768)
H (4.501, 0.029, -1.556)
H (4.657, -1.589, -0.817)
C (0.024, -3.307, -0.806)
C (0.443, -4.205, -1.988)
O (1.396, -5.161, -1.648)
H (2.165, -4.690, -1.276)
H (-0.432, -4.766, -2.326)
H (0.787, -3.564, -2.816)
C (-1.428, -2.825, -0.920)
H (-2.116, -3.501, -0.416)
H (-1.709, -2.750, -1.973)
H (0.187, -3.873, 0.119)
H (0.149, -2.347, 2.013)
H (-0.757, -2.420, 4.307)
H (-3.044, -1.652, 4.763)
H (-4.454, -0.740, 2.966)
C (-4.892, -0.698, 0.009)
H (-5.066, -1.725, -0.343)
H (-5.503, -0.526, 0.893)
H (-5.197, 0.000, -0.767)
H (-2.960, -0.673, -1.686)

natural (NBO) atomic charge list, values in e, 5 entries:
1. C -0.26
2. H 0.19
3. H 0.20
4. H 0.20
5. O -0.49



# 8
DFT (ωB97M-V/def2-TZVPD) results for an isolated molecule of C22H25Cl2N3O4.

For the electronic energy, the calculation gives -2238.998243 Eh. Its HOMO energy is -8.351 eV. The value obtained for the energy above the lowest of the compared OMol25 structures with the same formula, charge and spin is 0.0 kcal per mole.

Atoms and positions in Å:
C (4.139, 1.377, -1.622)
C (5.527, 1.643, -1.050)
C (5.746, 1.032, 0.335)
C (5.928, -0.491, 0.320)
C (4.688, -1.273, -0.073)
O (4.651, -2.020, -1.023)
N (3.642, -1.064, 0.785)
C (2.327, -1.505, 0.689)
C (1.449, -1.150, 1.716)
C (0.114, -1.481, 1.646)
C (-0.377, -2.187, 0.548)
C (0.514, -2.593, -0.443)
C (1.851, -2.257, -0.384)
H (2.528, -2.561, -1.164)
H (0.130, -3.160, -1.277)
C (-1.814, -2.462, 0.335)
O (-2.262, -3.317, -0.408)
N (-2.652, -1.650, 1.041)
N (-4.004, -1.610, 0.703)
C (-4.710, -0.517, 1.054)
O (-4.234, 0.327, 1.796)
C (-6.101, -0.420, 0.466)
H (-6.549, -1.408, 0.367)
H (-6.702, 0.177, 1.155)
C (-6.048, 0.280, -0.903)
H (-5.735, -0.426, -1.674)
H (-7.042, 0.649, -1.158)
C (-5.047, 1.438, -0.911)
H (-5.044, 1.935, 0.062)
H (-5.302, 2.169, -1.688)
O (-3.780, 0.882, -1.225)
C (-2.627, 1.304, -0.664)
C (-2.475, 2.297, 0.297)
C (-1.231, 2.580, 0.835)
C (-0.118, 1.887, 0.398)
C (-0.225, 0.917, -0.587)
C (-1.472, 0.633, -1.105)
Cl (-1.634, -0.586, -2.311)
H (0.643, 0.387, -0.943)
Cl (1.428, 2.221, 1.080)
H (-1.136, 3.341, 1.594)
H (-3.327, 2.850, 0.656)
H (-4.243, -2.271, -0.028)
H (-2.363, -0.796, 1.504)
H (-0.537, -1.201, 2.461)
H (1.820, -0.596, 2.566)
H (3.820, -0.454, 1.571)
H (6.236, -0.825, 1.315)
H (6.717, -0.756, -0.385)
H (6.652, 1.466, 0.765)
H (4.911, 1.316, 0.982)
H (5.670, 2.723, -0.971)
H (6.283, 1.258, -1.737)
H (4.010, 1.922, -2.554)
H (3.995, 0.321, -1.830)
H (3.370, 1.706, -0.926)

natural (NBO) atomic charge list, values in e, 5 entries:
1. C -0.62
2. C -0.40
3. C -0.38
4. C -0.50
5. C 0.69